15
Properties=species:S:1:pos:R:3:mulliken_charge:R:1 method="wB97M-V/def2-TZVPD" multiplicity=3 gap_ev="6.16 / 5.60" relative_energy_ev=3.945 lumo_energy_ev="-0.03 / -2.53"
C -1.63783 2.57399 1.54707 0.19
C -0.41827 2.24237 1.07806 0.26
C -0.53610 -0.28750 -0.05050 0.49
C -1.37453 -1.18710 -0.83881 -0.87
C 1.89763 -0.96259 -0.33072 -0.79
N -2.75141 2.73100 1.77624 -0.53
N 0.69607 1.89058 0.91002 0.03
N 1.43648 0.97229 0.56481 -0.84
N 0.71272 -0.18814 -0.01615 0.33
H -1.73646 -0.75447 -1.74949 0.27
H -0.76001 -2.18305 -1.13715 0.25
H -2.24385 -1.38404 -0.19807 0.30
H 1.65498 -1.77469 -1.13461 0.26
H 2.55203 -0.36229 -0.84973 0.34
H 2.50855 -1.32635 0.42902 0.33